{
  "formula": "C64H150F12FeN12O28S4",
  "method": "wB97M-V/def2-TZVPD",
  "elements": ["Fe", "C", "F", "F", "F", "S", "O", "O", "N", "S", "O", "O", "C", "F", "F", "F", "C", "F", "F", "F", "S", "O", "O", "N", "S", "O", "O", "C", "F", "F", "F", "C", "O", "C", "C", "N", "C", "C", "O", "C", "H", "H", "H", "H", "H", "H", "H", "H", "H", "H", "H", "H", "H", "H", "H", "C", "O", "C", "C", "N", "C", "C", "O", "C", "H", "H", "H", "H", "H", "H", "H", "H", "H", "H", "H", "H", "H", "H", "H", "C", "O", "C", "C", "N", "C", "C", "O", "C", "H", "H", "H", "H", "H", "H", "H", "H", "H", "H", "H", "H", "H", "H", "H", "C", "O", "C", "C", "N", "C", "C", "O", "C", "H", "H", "H", "H", "H", "H", "H", "H", "H", "H", "H", "H", "H", "H", "H", "C", "O", "C", "C", "N", "C", "C", "O", "C", "H", "H", "H", "H", "H", "H", "H", "H", "H", "H", "H", "H", "H", "H", "H", "C", "O", "C", "C", "N", "C", "C", "O", "C", "H", "H", "H", "H", "H", "H", "H", "H", "H", "H", "H", "H", "H", "H", "H", "C", "O", "C", "C", "N", "C", "C", "O", "C", "H", "H", "H", "H", "H", "H", "H", "H", "H", "H", "H", "H", "H", "H", "H", "C", "O", "C", "C", "N", "C", "C", "O", "C", "H", "H", "H", "H", "H", "H", "H", "H", "H", "H", "H", "H", "H", "H", "H", "C", "O", "C", "C", "N", "C", "C", "O", "C", "H", "H", "H", "H", "H", "H", "H", "H", "H", "H", "H", "H", "H", "H", "H", "C", "O", "C", "C", "N", "C", "C", "O", "C", "H", "H", "H", "H", "H", "H", "H", "H", "H", "H", "H", "H", "H", "H", "H"],
  "xyz": [[-20.797972, -29.237008, 3.832563], [-19.448110, -33.387205, 3.345723], [-19.446648, -34.697296, 3.286689], [-19.546015, -33.135189, 4.649662], [-18.276343, -33.026285, 2.818281], [-20.830431, -32.710950, 2.353896], [-20.636677, -33.421254, 1.107845], [-22.021626, -32.909221, 3.101360], [-20.500062, -31.177250, 2.343656], [-20.373866, -30.248035, 1.151391], [-21.169135, -30.489586, 0.007354], [-20.373316, -28.926596, 1.743504], [-18.663623, -30.334265, 0.505820], [-18.489437, -29.432775, -0.466518], [-17.705267, -30.121483, 1.459634], [-18.411947, -31.531629, -0.015200], [-19.113241, -31.322334, 8.591352], [-19.918488, -32.034672, 9.222661], [-18.079739, -30.993215, 9.434889], [-18.622665, -31.911492, 7.397601], [-19.754300, -29.646963, 8.161067], [-20.595602, -29.300189, 9.245322], [-18.663405, -28.851408, 7.758935], [-20.476166, -29.871442, 6.735695], [-21.796888, -30.647607, 6.473927], [-22.073381, -30.547772, 4.984671], [-21.813206, -31.906345, 7.150361], [-23.274112, -29.727111, 7.163531], [-23.189539, -28.418558, 6.670963], [-24.341975, -30.252961, 6.681283], [-23.373268, -29.704628, 8.494446], [-16.194522, -33.396059, -1.595476], [-15.330467, -33.171785, -0.493192], [-14.285757, -34.170130, -0.506938], [-14.861432, -35.279239, 0.358725], [-13.764743, -36.132360, 0.917700], [-14.302364, -37.359493, 1.535766], [-13.222152, -38.174878, 2.215426], [-13.948612, -39.103429, 2.995895], [-13.168114, -40.261330, 3.358848], [-16.670919, -34.382529, -1.549319], [-15.642988, -33.350955, -2.581583], [-16.939341, -32.580702, -1.522621], [-13.400234, -33.686564, -0.086331], [-14.184425, -34.505614, -1.550168], [-15.598127, -35.917665, -0.160026], [-15.391882, -34.878948, 1.268430], [-13.121057, -36.440381, 0.224560], [-14.742610, -38.032513, 0.759587], [-15.047726, -37.143653, 2.305033], [-12.720089, -37.434516, 2.827448], [-12.433125, -38.636251, 1.607438], [-13.389402, -40.548944, 4.392394], [-12.086883, -40.115961, 3.243358], [-13.446530, -41.091904, 2.723057], [-24.132759, -29.058622, 3.123098], [-22.948237, -28.441319, 3.543186], [-22.951803, -26.993482, 3.663126], [-21.735024, -26.584040, 4.524903], [-20.550068, -27.119525, 4.014203], [-19.358820, -26.832327, 4.868674], [-18.211890, -27.808207, 4.645311], [-18.736390, -29.098550, 4.200016], [-17.815131, -30.192216, 4.411503], [-24.992852, -28.625291, 3.667751], [-23.965096, -30.120106, 3.246820], [-24.367015, -28.781871, 2.085259], [-23.825967, -26.566039, 4.180880], [-22.953301, -26.661148, 2.613240], [-21.942929, -26.818406, 5.572760], [-21.738682, -25.495455, 4.539843], [-20.354498, -26.737066, 3.091258], [-19.636763, -26.937309, 5.923020], [-18.900552, -25.867608, 4.552506], [-17.617967, -27.858146, 5.579803], [-17.554607, -27.412390, 3.817454], [-17.478215, -30.218101, 5.442959], [-16.950189, -30.079474, 3.740575], [-18.191832, -31.151622, 4.115901], [-30.485266, -33.542602, 2.827481], [-30.078480, -32.299652, 2.275877], [-29.497341, -32.487525, 1.020343], [-29.076124, -31.147209, 0.434643], [-27.993649, -30.621054, 1.215710], [-27.314621, -29.480249, 0.704463], [-26.233605, -29.774336, -0.357061], [-25.140697, -30.406854, 0.312947], [-24.546444, -31.431834, -0.538454], [-29.593754, -34.194316, 2.890714], [-31.324432, -33.974433, 2.295932], [-30.836278, -33.457779, 3.861448], [-30.141531, -33.044203, 0.305214], [-28.557086, -33.096880, 1.164661], [-29.927832, -30.458351, 0.435352], [-28.857993, -31.254793, -0.628357], [-27.465561, -31.329072, 1.712108], [-26.748880, -28.928468, 1.490647], [-28.102658, -28.834371, 0.328833], [-25.861506, -28.824566, -0.805505], [-26.655448, -30.426973, -1.166948], [-24.298745, -31.017678, -1.541487], [-25.090550, -32.369545, -0.648180], [-23.550615, -31.767157, -0.148859], [-26.991426, -37.714634, 5.009133], [-27.517494, -36.494595, 5.437874], [-26.670676, -35.882386, 6.444898], [-27.261018, -34.527621, 6.781912], [-27.111459, -33.555678, 5.724740], [-25.781191, -33.094601, 5.392233], [-25.784685, -32.002924, 4.293956], [-26.336933, -32.442985, 3.092367], [-25.487093, -33.512333, 2.515380], [-26.387222, -37.515723, 4.063646], [-27.894312, -38.290884, 4.713031], [-26.469971, -38.388247, 5.728900], [-25.615351, -35.858958, 6.091732], [-26.672292, -36.511051, 7.387060], [-26.714717, -34.204460, 7.694330], [-28.331524, -34.599432, 7.002176], [-27.652979, -33.753873, 4.909243], [-25.142011, -33.873473, 4.991490], [-25.439735, -32.564375, 6.312033], [-24.747114, -31.761513, 4.200519], [-26.325942, -31.100973, 4.594042], [-25.508254, -34.441622, 3.129146], [-24.454471, -33.199079, 2.353169], [-25.960098, -33.707895, 1.559317], [-14.519891, -27.292971, 1.847764], [-14.783143, -28.611109, 2.209672], [-13.890383, -29.555824, 1.643291], [-13.030141, -30.194532, 2.715300], [-12.123283, -29.278525, 3.294561], [-11.612581, -29.720281, 4.602028], [-12.270344, -29.112531, 5.840165], [-11.997139, -27.720964, 5.929847], [-12.703879, -27.095545, 6.935292], [-13.592897, -26.911874, 2.245857], [-15.276536, -26.614477, 2.260254], [-14.553879, -27.184238, 0.796024], [-13.211591, -29.112311, 0.897139], [-14.415444, -30.314364, 1.105887], [-12.523071, -31.036821, 2.258542], [-13.631476, -30.646938, 3.537128], [-12.440595, -28.299843, 3.397189], [-10.528717, -29.424315, 4.721714], [-11.615608, -30.820211, 4.708258], [-11.974602, -29.655493, 6.738014], [-13.387148, -29.202991, 5.746339], [-12.643683, -26.006490, 6.791087], [-12.302361, -27.311006, 7.940815], [-13.769467, -27.232509, 6.935963], [-15.862299, -37.731732, -2.928436], [-16.838383, -36.965097, -2.262697], [-17.594072, -37.718080, -1.293865], [-18.501631, -36.751624, -0.596025], [-19.225146, -37.485046, 0.437584], [-18.451698, -37.813052, 1.657870], [-19.139887, -38.795068, 2.508343], [-20.360554, -38.243445, 3.003802], [-21.389277, -39.189589, 3.356541], [-15.946902, -37.560620, -4.022046], [-15.924576, -38.876692, -2.770403], [-14.866056, -37.379090, -2.582464], [-16.894327, -38.086869, -0.518146], [-18.134650, -38.583566, -1.718652], [-19.207918, -36.438892, -1.349715], [-17.854502, -35.883766, -0.311255], [-20.032597, -36.935028, 0.741363], [-18.163312, -36.956082, 2.294392], [-17.500358, -38.205428, 1.416990], [-18.535385, -39.023404, 3.386158], [-19.381185, -39.709413, 1.985364], [-21.136461, -39.694398, 4.293089], [-21.576622, -39.849737, 2.515552], [-22.288850, -38.683460, 3.608470], [-17.256334, -24.520268, 1.288146], [-17.718510, -25.673847, 1.866369], [-18.160948, -26.637108, 0.943870], [-19.393650, -26.256346, 0.218937], [-20.520207, -26.054722, 1.111372], [-20.736788, -24.671280, 1.560892], [-21.200290, -23.729718, 0.443435], [-22.446525, -24.305617, 0.038901], [-23.165532, -23.450639, -0.851259], [-17.182494, -23.678064, 2.053735], [-17.944583, -24.077660, 0.527857], [-16.222220, -24.683397, 0.854449], [-18.329398, -27.539297, 1.577347], [-17.364320, -26.805519, 0.276794], [-19.604977, -27.015581, -0.563190], [-19.196230, -25.345439, -0.326809], [-21.402130, -26.165221, 0.538082], [-19.851213, -24.181914, 1.992619], [-21.528393, -24.698266, 2.245530], [-20.562262, -23.574765, -0.430820], [-21.427888, -22.750474, 0.837802], [-24.000685, -24.005207, -1.300427], [-22.498633, -23.089042, -1.605692], [-23.574511, -22.544109, -0.363324], [-22.336086, -35.950728, 5.123637], [-22.636617, -35.117781, 6.220783], [-22.487377, -35.683764, 7.444154], [-23.411712, -35.177568, 8.541648], [-23.419201, -36.146167, 9.580785], [-24.199922, -35.867651, 10.735699], [-25.700741, -35.913442, 10.445930], [-26.082456, -37.055810, 9.648556], [-26.780992, -38.069044, 10.410036], [-22.396293, -35.450708, 4.206617], [-23.008017, -36.867330, 5.110331], [-21.296649, -36.301484, 5.259741], [-21.472804, -35.644741, 7.783544], [-22.682438, -36.800809, 7.409887], [-24.379834, -34.988652, 7.981124], [-23.141005, -34.183536, 8.898681], [-23.618592, -37.108124, 9.299381], [-23.968261, -34.915517, 11.274634], [-24.020476, -36.575693, 11.520093], [-26.000166, -35.056500, 9.807188], [-26.327839, -35.909360, 11.353988], [-26.071959, -38.617933, 10.981092], [-27.312341, -38.671736, 9.699576], [-27.400491, -37.630030, 11.201736], [-15.935909, -29.223576, -2.125580], [-16.932596, -28.440677, -2.725562], [-16.457318, -27.221365, -3.284205], [-17.454365, -26.582048, -4.237303], [-18.677405, -26.324481, -3.517776], [-19.855345, -26.077617, -4.320613], [-21.197513, -26.217874, -3.584527], [-21.358506, -27.570611, -3.181065], [-22.514905, -27.715596, -2.440483], [-15.703560, -28.850561, -1.091040], [-15.008150, -29.242149, -2.695029], [-16.135137, -30.270549, -1.989349], [-15.581934, -27.353601, -3.893047], [-16.201341, -26.564184, -2.473006], [-17.589115, -27.297629, -5.113147], [-16.996119, -25.684211, -4.626329], [-18.834102, -27.179107, -3.002067], [-19.933210, -26.744577, -5.254417], [-19.806719, -25.075744, -4.763094], [-21.967067, -25.849690, -4.262198], [-21.192396, -25.585949, -2.658888], [-22.501723, -27.170015, -1.468420], [-22.740493, -28.805329, -2.198498], [-23.339577, -27.235283, -2.918610], [-18.003652, -30.670790, -7.536668], [-18.972364, -30.928379, -6.524813], [-18.386160, -30.612777, -5.277738], [-19.378848, -30.522155, -4.122070], [-20.091297, -31.823780, -3.992151], [-21.037418, -31.985255, -2.879299], [-22.087853, -32.990655, -3.157590], [-23.122023, -32.409567, -3.917104], [-24.210018, -33.315801, -4.069305], [-17.793984, -29.595279, -7.657937], [-18.454843, -31.034661, -8.508331], [-17.137758, -31.255846, -7.316498], [-17.917910, -29.609476, -5.280033], [-17.718778, -31.393795, -5.005799], [-19.992588, -29.674894, -4.294325], [-18.759178, -30.288753, -3.249105], [-20.692348, -31.937984, -4.823651], [-21.494809, -30.994029, -2.635662], [-20.471038, -32.155436, -1.999383], [-22.486143, -33.489254, -2.309306], [-21.679152, -33.767331, -3.850080], [-23.892563, -34.123006, -4.743807], [-25.099275, -32.793559, -4.449446], [-24.473905, -33.778447, -3.077075]],
  "atomic_forces_ev_per_a": [[-0.6780, -0.3011, 0.1947], [0.3304, -0.8482, 0.6052], [-0.6575, -1.3521, -0.6422], [0.2543, 1.2326, -0.0459], [0.1575, 0.9284, 0.2902], [-0.3174, -2.4398, -0.9503], [-0.1994, 1.0876, 0.5930], [-0.3446, -0.1951, 0.2638], [0.4050, -0.0559, 1.4954], [0.8590, 1.0405, -1.6370], [-0.5108, -0.1922, -0.3493], [-0.2894, 0.8105, 0.2344], [1.7424, -0.3718, 0.0048], [-0.2793, 0.0457, 0.4095], [-1.1619, 0.0763, -0.6529], [-0.3099, -0.1112, 0.1017], [3.3383, 2.5072, -2.1952], [-1.8066, -2.2242, 0.8942], [-0.1664, -0.9356, -0.8757], [-0.7256, 0.5942, 2.6116], [-1.0583, -1.0844, -1.8660], [-0.5217, 0.2820, 0.5788], [1.7731, 1.0188, 0.4351], [-0.9752, 0.6804, -0.5226], [0.2292, -0.1286, -0.7748], [0.8892, -0.0703, 2.3956], [-0.6981, -0.2809, -0.5033], [1.2380, 1.8665, 0.0018], [-0.1109, -1.3303, 0.9376], [-1.4988, -0.7246, -0.6850], [0.4828, 0.1261, -0.8202], [-0.1701, 0.7720, -0.3857], [0.6644, -0.0179, -0.9895], [-1.9544, 0.4598, 0.5446], [1.0801, -1.3008, 1.5885], [-1.3091, -0.0999, 0.9798], [0.4457, -0.4189, -1.5782], [-0.4587, 0.8975, 0.6116], [1.1572, -1.0853, 0.3184], [-0.3717, 0.3512, 0.0895], [-0.1043, 0.1800, 0.0193], [-0.4617, 0.1641, 0.8623], [0.2166, -0.6621, -0.4110], [0.0503, -0.4409, -0.1036], [0.6178, 0.0431, 0.3154], [0.1931, 0.3863, -0.2558], [0.5276, 0.0346, -1.0202], [0.4521, 0.0409, -0.8929], [-0.3012, 0.4392, 0.4096], [0.0240, 0.1861, -0.1975], [0.4990, -0.0234, 0.6500], [-0.5192, -0.0877, -0.3937], [0.0366, 0.2402, -0.1490], [-0.2093, 0.2427, 0.1454], [-0.1167, -0.2759, -0.2632], [-0.9824, 1.0507, -0.6140], [1.2010, 1.2084, 1.1322], [0.2343, -0.7413, -0.1265], [-2.7382, 1.2954, -0.1586], [2.6145, -1.0288, 0.5520], [0.2741, -0.1701, -0.4624], [0.6009, -0.0767, -1.3977], [0.4762, -0.2057, 0.8351], [1.1803, 0.6167, -0.4839], [0.2783, -0.7162, 0.3613], [-0.4303, -0.0739, -0.0543], [0.3902, -0.4605, -0.0844], [-0.1239, -0.6408, -0.2430], [0.2903, 0.5546, 0.3941], [0.3113, -0.6133, -0.2004], [0.1100, 0.4965, -0.1773], [-0.2467, -0.1475, -0.5857], [-0.1845, 0.5514, -0.2298], [-0.6778, -0.1424, 0.8533], [-0.3685, -0.4763, -0.5155], [-0.4762, -0.5833, 0.7468], [-0.1557, 0.0505, 0.1845], [-0.0463, 0.4233, 0.3245], [-0.9692, -0.0380, 0.1072], [0.7614, 0.1091, 0.7211], [-0.8720, -0.2460, 0.4267], [1.0536, -0.3667, -0.5656], [-0.3547, -0.0979, 0.3268], [-0.1076, -0.2104, 0.5341], [1.0510, 0.1086, 0.0560], [-0.4673, 0.0990, -0.2433], [0.1913, -1.5840, -1.2377], [1.6477, 0.7015, 0.1294], [-0.4898, -0.2065, -0.3239], [0.0382, -0.3464, -0.5664], [0.1716, 0.6636, -0.1421], [0.0328, 0.2632, 0.4353], [-0.6699, 0.2453, -0.2802], [-0.1363, 0.0489, 0.2793], [0.3463, -0.3907, -0.3431], [0.2610, 0.2888, -0.0956], [-0.6310, -0.3138, -0.1279], [0.1507, 0.4753, -0.3220], [-0.2693, -0.4484, 0.0378], [0.4185, 0.4611, 0.5847], [-0.4130, -0.1968, 0.4301], [-0.7904, 0.2703, 0.1062], [-0.8050, 0.6849, 0.2076], [-0.7334, -0.8278, -1.9538], [0.9868, 0.4567, 1.5432], [-0.6065, -1.1827, 0.5732], [0.9430, 0.0293, -0.2824], [-0.1161, 0.8989, 0.1817], [-0.9770, 1.3933, 0.2877], [-0.6146, -0.4089, 1.5326], [1.2153, -1.6009, -1.0583], [-1.3583, 0.4428, 0.3240], [-0.2605, -0.6115, 1.1829], [0.6198, 0.0693, -0.1676], [-0.0175, 1.0193, -0.0984], [-0.5108, 0.3144, 0.0579], [-0.0264, 0.4046, -0.9522], [-0.4237, 0.2368, -0.4093], [0.2256, -0.2741, 0.1514], [-0.3160, -0.3299, -0.3615], [0.6632, -0.2438, 0.6961], [0.5920, -0.7934, -0.6085], [0.9309, 0.3716, -0.4093], [-0.1231, -0.1875, 0.0598], [-0.0625, 0.6586, -0.3715], [-0.0514, 0.2284, 0.2126], [0.0641, -0.1939, -0.1698], [-0.6172, 0.7443, 0.9332], [-0.2585, -0.4153, 0.1595], [0.9069, 0.1720, 0.3838], [-1.4479, -0.4900, 0.3505], [1.4716, 1.2865, 1.3484], [1.6433, 0.6589, 0.5379], [-1.7326, -0.0259, -0.7390], [0.4547, -0.7359, -0.8154], [0.2757, 1.6500, 1.0163], [0.7519, -0.0153, -0.0107], [-0.2141, -0.4566, 0.0416], [0.1965, 0.2445, -1.3774], [-0.1531, 0.3036, 0.2316], [-0.8119, -0.5978, -0.2094], [0.4606, -0.1923, -0.1911], [-0.4079, 0.0925, -0.6379], [-0.0794, -1.0541, -0.2528], [-0.8328, -0.3119, -0.4006], [-0.2310, 0.4479, -0.2958], [0.2341, 0.0579, 0.1927], [0.6303, -0.1820, 0.1323], [0.4889, -0.2294, -0.0275], [-0.1589, -0.1364, -0.2316], [-0.7283, -0.8656, -0.1592], [0.6423, -0.9865, -0.3359], [-0.7604, -0.9816, 0.2416], [1.2649, 0.0535, 0.2096], [0.1901, -0.2448, -0.1616], [0.0500, 0.6392, 1.0599], [-0.2790, 1.4268, -0.4005], [-1.3059, -0.5488, 1.3344], [-1.0230, 0.2068, -0.0193], [1.6314, 0.3593, 0.0171], [0.0942, -0.0359, 0.5849], [-0.1113, 1.7921, 0.0054], [-0.3384, -0.4021, -0.2825], [-0.0371, -0.2480, -0.4779], [0.1876, 0.4484, -0.0796], [-0.4145, 0.5119, -0.0206], [-0.7165, -0.3877, 0.2858], [0.2709, -0.3050, -0.1693], [-0.4952, 0.2635, -0.2675], [1.0075, -0.7610, -0.6267], [0.3932, -0.2562, -0.0143], [0.1289, -0.4116, -0.4090], [0.3072, -0.5303, -0.2501], [0.0046, -0.4210, 0.0550], [-0.7063, 0.9213, -0.1870], [1.1332, 2.3981, -0.2063], [-0.6187, 0.1383, 1.3407], [-0.3229, -1.1847, 1.6696], [-0.4134, 0.0175, -0.8619], [-2.0097, 0.3447, -0.5456], [2.0356, 0.9966, -1.7383], [-1.3099, -0.6337, 0.1999], [-0.4209, 0.4736, -0.6551], [-0.3989, -0.1587, 0.6274], [0.0796, -1.3057, -0.6096], [0.5623, -0.5234, 0.1758], [-1.0140, 0.3068, 0.1454], [0.1175, 0.4567, -0.7060], [1.0612, -0.5973, -1.2183], [-0.0805, 0.2571, 0.6212], [0.1203, 0.3545, -0.5518], [1.2382, -0.5734, 0.8481], [-0.0990, -0.6393, 0.2645], [-1.0725, 0.1300, 1.2671], [0.3329, -0.3535, 0.0634], [0.1731, 0.5561, 0.4213], [0.3790, 0.0538, 0.1821], [0.4161, 0.1205, -0.8505], [0.1449, -0.4583, 0.1971], [0.4967, -2.0878, 2.0299], [-1.1213, 1.3718, -1.6338], [0.0732, -2.4031, 1.3034], [-1.1376, 0.6795, -2.1535], [0.7072, -0.5658, 0.8621], [-1.1712, 0.6904, 0.9673], [-0.9350, 0.3580, -0.8905], [-0.3614, -0.2356, 1.0187], [0.7546, 1.5739, -0.0523], [-0.3069, 1.0964, -1.1316], [0.5579, 0.9016, 0.0308], [-0.2423, -0.1461, -0.3510], [1.0371, 0.2751, 0.2678], [-0.0630, 0.7497, -0.2420], [0.3470, -0.3611, 0.7366], [0.3373, -0.0954, 0.2769], [0.0596, 0.6650, -0.3628], [0.0036, -0.2812, -0.9299], [0.4299, -0.9058, 0.2649], [0.2142, -0.1938, 0.5026], [0.3810, 0.2380, -0.1442], [0.7893, -1.0486, 0.2333], [-0.3596, -0.3434, -0.0752], [-0.5149, 0.1297, -0.5709], [1.2161, 0.7886, 1.2971], [-0.4334, -0.3198, -0.8223], [-0.1558, -0.1530, -0.2515], [-0.2081, -1.3521, -0.1718], [-0.5415, -0.2145, 0.2160], [-0.6357, -0.4209, -1.5846], [1.6626, 0.2748, 0.7850], [0.5204, 0.4040, -0.6258], [-0.8051, -1.0964, 1.9340], [-0.0512, -0.0645, -0.7139], [0.1953, 0.4097, -0.2348], [-1.1354, -0.4236, -0.2258], [0.8361, -0.5268, -0.1135], [0.1006, 0.6453, 0.4817], [-0.0207, 0.6792, 0.7317], [0.0397, 0.4324, -0.1317], [-0.3165, -0.1552, 0.3164], [0.2410, 0.3897, 1.1408], [0.0019, 0.0990, 0.2719], [-0.4130, -0.2690, 0.0136], [-0.0606, -0.1932, -0.5590], [0.5388, -0.2862, -0.1467], [0.4355, 1.3647, -0.5822], [-0.9651, -0.0405, -0.8259], [-1.9571, -0.3967, -1.2748], [0.2263, 0.7907, -0.0554], [-1.0107, 0.8487, 0.8572], [0.3130, -1.7296, -0.4096], [-0.6410, 0.1979, -0.8870], [0.5941, 2.5267, 0.0347], [0.5441, -0.8449, -2.1893], [-1.3759, 0.5514, 0.1784], [0.3330, -0.1792, 0.6782], [0.1266, -0.2804, 0.2681], [0.5523, 0.3662, 1.0225], [0.9852, -0.1790, -0.0359], [0.2837, -0.4496, -0.3458], [1.1877, -0.6196, 0.0745], [-1.1797, 0.8628, -0.0120], [-0.2256, -0.2890, 0.1415], [0.8017, 0.2287, 0.1854], [-0.2827, -0.5286, -0.2585], [0.4726, -0.8376, 0.9943], [-0.2960, -0.2918, 1.1633], [0.2557, 0.0062, 0.7730], [-0.3313, -0.0021, -0.0053], [0.4954, -0.0642, -0.0173], [0.1474, 0.3622, -0.7531]],
  "gap_ev": [8.088, 8.078],
  "e_lumo_ev": [0.3, 0.3],
  "s_squared": 6.006,
  "e_tot_ha": -9346.56213,
  "spin_multiplicity": 5
}